Molecular formula: C33H90N6O39S9
Method: DFT, wB97M-V/def2-TZVPD

Calculated values
E in Eh: -8157.108599
Kohn-Sham gap in eV: 9.46
Multiplicity: 1

```
177
C33H90N6O39S9 | OMol25 | wB97M-V/def2-TZVPD
C -18.862 -4.342 -22.036
N -18.203 -3.389 -22.963
O -17.003 -3.368 -23.041
O -18.909 -2.603 -23.575
H -18.338 -4.239 -21.086
H -18.685 -5.343 -22.429
H -19.914 -4.072 -21.953
C -10.259 -5.210 -24.803
N -11.140 -6.221 -24.177
O -12.329 -6.090 -24.114
O -10.573 -7.233 -23.805
H -9.467 -5.014 -24.080
H -10.799 -4.287 -25.012
H -9.882 -5.698 -25.702
C -13.313 -0.915 -18.748
N -13.928 0.164 -17.920
O -15.145 0.257 -17.849
O -13.179 0.894 -17.282
H -12.902 -1.616 -18.023
H -12.503 -0.465 -19.323
H -14.087 -1.362 -19.373
C -16.257 -8.222 -21.624
N -16.070 -9.678 -21.317
O -17.095 -10.358 -21.440
O -15.036 -10.050 -20.826
H -16.784 -7.764 -20.787
H -16.769 -8.173 -22.585
H -15.296 -7.731 -21.776
C -8.552 -3.448 -16.463
N -9.894 -3.909 -16.981
O -10.690 -3.041 -17.370
O -10.149 -5.126 -17.057
H -8.172 -4.200 -15.770
H -8.784 -2.583 -15.841
H -7.872 -3.311 -17.303
C -16.149 -7.892 -17.586
N -16.185 -9.046 -16.666
O -16.319 -8.937 -15.461
O -15.927 -10.122 -17.185
H -15.365 -8.153 -18.297
H -15.959 -7.078 -16.887
H -17.125 -7.791 -18.062
O -16.770 -2.571 -12.325
S -15.434 -3.141 -12.421
O -15.153 -4.453 -11.769
O -15.108 -3.351 -14.054
C -13.993 -4.111 -14.492
C -13.618 -3.716 -15.956
C -14.102 -1.998 -11.856
H -14.270 -5.162 -14.579
H -13.213 -3.973 -13.743
H -14.427 -3.897 -16.663
H -12.735 -4.322 -16.161
H -13.384 -2.657 -16.066
H -13.192 -2.256 -12.397
H -14.009 -2.076 -10.773
H -14.340 -0.987 -12.189
O -9.401 -5.707 -21.091
S -8.500 -6.840 -20.926
O -8.938 -8.198 -21.062
O -7.210 -6.579 -21.888
C -6.096 -7.539 -21.929
C -5.334 -7.348 -23.290
C -7.592 -6.683 -19.279
H -6.546 -8.493 -21.654
H -5.503 -7.247 -21.062
H -5.090 -6.292 -23.407
H -5.919 -7.712 -24.135
H -4.461 -7.988 -23.410
H -7.035 -7.616 -19.193
H -8.334 -6.640 -18.482
H -6.944 -5.812 -19.374
O -16.485 -6.177 -23.971
S -16.635 -6.016 -25.395
O -17.849 -6.444 -26.041
O -16.359 -4.421 -25.843
C -15.186 -3.708 -25.445
C -15.597 -2.311 -25.838
C -15.104 -6.788 -26.280
H -14.275 -4.070 -25.922
H -14.939 -3.770 -24.385
H -15.608 -2.181 -26.920
H -15.003 -1.460 -25.507
H -16.550 -1.890 -25.516
H -15.182 -6.500 -27.328
H -15.158 -7.877 -26.288
H -14.171 -6.325 -25.960
O -11.438 -6.921 -14.712
S -12.043 -7.712 -15.801
O -13.228 -7.420 -16.518
O -10.926 -8.172 -16.909
C -9.653 -8.487 -16.458
C -9.028 -9.615 -17.301
C -12.456 -9.364 -15.099
H -9.607 -8.946 -15.470
H -9.103 -7.547 -16.493
H -8.837 -9.383 -18.349
H -9.747 -10.434 -17.342
H -8.099 -9.948 -16.838
H -11.896 -9.471 -14.170
H -12.180 -10.087 -15.867
H -13.506 -9.354 -14.806
O -12.550 -8.747 -25.697
S -13.202 -9.576 -24.662
O -14.369 -9.028 -23.937
O -13.556 -11.034 -25.421
C -14.214 -12.008 -24.726
C -13.242 -13.262 -24.766
C -12.030 -10.287 -23.420
H -15.031 -12.285 -25.392
H -14.539 -11.751 -23.718
H -12.263 -13.021 -24.352
H -13.083 -13.692 -25.755
H -13.688 -14.097 -24.227
H -11.476 -9.440 -23.016
H -11.334 -10.972 -23.903
H -12.564 -10.766 -22.599
O -18.280 -3.049 -14.411
S -17.790 -3.683 -15.636
O -16.878 -4.788 -15.527
O -19.064 -4.224 -16.518
C -18.984 -5.324 -17.421
C -20.027 -5.008 -18.493
C -17.067 -2.471 -16.778
H -19.271 -6.184 -16.816
H -17.977 -5.518 -17.789
H -20.182 -5.890 -19.114
H -19.723 -4.148 -19.090
H -20.990 -4.779 -18.037
H -17.049 -2.776 -17.825
H -16.027 -2.274 -16.518
H -17.662 -1.566 -16.655
O -15.159 -15.608 -19.197
S -15.180 -14.343 -18.561
O -15.800 -14.154 -17.227
O -13.617 -13.776 -18.612
C -13.351 -12.499 -18.014
C -12.086 -11.835 -18.747
C -15.953 -13.126 -19.697
H -13.150 -12.785 -16.981
H -14.187 -11.799 -18.009
H -12.344 -11.660 -19.791
H -11.234 -12.514 -18.718
H -11.770 -10.918 -18.249
H -16.823 -13.530 -20.214
H -15.241 -12.875 -20.484
H -16.366 -12.231 -19.233
O -15.652 -4.979 -18.755
S -14.436 -4.861 -19.579
O -13.397 -3.833 -19.286
O -13.758 -6.311 -19.707
C -12.438 -6.458 -19.964
C -12.222 -7.886 -20.059
C -14.883 -4.572 -21.363
H -11.743 -6.136 -19.190
H -12.114 -5.933 -20.863
H -12.772 -8.294 -20.907
H -12.518 -8.461 -19.181
H -11.157 -8.083 -20.179
H -14.171 -5.092 -22.004
H -14.796 -3.505 -21.570
H -15.900 -4.940 -21.497
O -11.750 -2.579 -23.075
S -10.574 -1.826 -22.624
O -9.333 -1.869 -23.415
O -11.091 -0.291 -22.428
C -10.139 0.718 -22.124
C -10.950 1.996 -22.097
C -10.182 -2.243 -20.832
H -9.302 0.781 -22.819
H -9.804 0.657 -21.088
H -11.842 1.781 -21.508
H -11.383 2.293 -23.052
H -10.313 2.782 -21.694
H -9.822 -3.271 -20.797
H -11.066 -2.238 -20.194
H -9.458 -1.516 -20.463
```


Molecular formula: C25H54BIN3O6
Method: DFT, wB97M-V/def2-TZVPD

Calculated values
E in Eh: -1923.422633
Kohn-Sham gap in eV: 6.06
Total charge: -1
Multiplicity: 1

```
90
C25H54BIN3O6 | OMol25 | wB97M-V/def2-TZVPD
C 1.192 -1.542 0.493
O 1.075 -0.285 -0.144
C -0.204 0.082 -0.628
C -0.020 1.035 -1.793
C -1.331 1.413 -2.478
C -2.208 2.386 -1.673
C -3.659 1.946 -1.557
C -4.540 2.917 -0.789
C -6.019 2.490 -0.645
C -6.359 1.984 0.773
C -7.074 0.627 0.998
C -8.576 0.821 1.176
O -6.573 0.128 2.239
B -6.123 -1.210 2.032
I -3.715 -1.093 1.616
O -6.704 -1.676 0.815
C -6.747 -0.515 -0.003
C -7.754 -0.752 -1.133
C -7.359 -1.752 -2.239
C -6.048 -1.385 -2.950
C -7.360 -3.200 -1.725
H 1.817 -2.206 -0.114
H 1.659 -1.418 1.470
H 0.215 -2.009 0.652
H -0.787 0.535 0.182
H -0.756 -0.810 -0.957
H 0.493 1.937 -1.439
H 0.649 0.547 -2.511
H -1.119 1.824 -3.469
H -1.903 0.490 -2.649
H -2.179 3.383 -2.132
H -1.792 2.498 -0.665
H -4.070 1.790 -2.563
H -3.679 0.978 -1.037
H -4.114 3.014 0.216
H -4.470 3.907 -1.258
H -6.238 1.712 -1.378
H -6.654 3.340 -0.911
H -5.424 1.902 1.333
H -6.971 2.729 1.293
H -9.068 -0.149 1.289
H -9.037 1.369 0.350
H -8.731 1.384 2.102
H -6.202 -1.966 2.962
H -5.731 -0.358 -0.390
H -7.989 0.204 -1.614
H -8.673 -1.113 -0.659
H -8.158 -1.687 -2.990
H -5.624 -0.462 -2.566
H -6.196 -1.249 -4.025
H -5.286 -2.157 -2.820
H -6.946 -3.240 -0.718
H -6.763 -3.851 -2.372
H -8.373 -3.611 -1.700
C 4.088 0.380 -0.435
C 5.292 0.045 0.402
O 5.228 -0.142 1.611
N 6.491 -0.055 -0.230
C 6.793 0.133 -1.634
H 3.207 0.451 0.196
H 4.224 1.328 -0.959
H 3.911 -0.396 -1.181
H 7.254 -0.281 0.388
H 7.231 -0.769 -2.064
H 7.500 0.954 -1.770
H 5.887 0.367 -2.183
C 3.977 -5.108 3.496
C 3.566 -3.775 2.899
O 2.406 -3.552 2.602
N 4.543 -2.849 2.722
C 5.947 -2.976 3.030
H 3.083 -5.719 3.572
H 4.710 -5.617 2.870
H 4.411 -4.980 4.489
H 4.245 -1.955 2.354
H 6.261 -2.232 3.763
H 6.562 -2.839 2.138
H 6.151 -3.965 3.432
C 10.132 3.930 -0.454
C 10.487 2.461 -0.377
O 10.920 1.853 -1.339
N 10.296 1.838 0.818
C 9.782 2.397 2.051
H 10.340 4.263 -1.466
H 9.077 4.095 -0.230
H 10.723 4.519 0.248
H 10.552 0.863 0.807
H 10.512 2.317 2.858
H 8.868 1.892 2.369
H 9.551 3.447 1.909
```


no.,LUMO energy (eV)
1,-0.9
2,1.6